Entry 1:
Here is one molecule with the formula C3H10N2O from the OMol25 dataset. Energies are from wB97M-V/def2-TZVPD.

Output
**Frontier orbital gap**: 10.141 eV
**SMILES**: NCNCCO
**LUMO energy**: 0.916 eV
**Charge**: 0
**E_tot**: -305.0320 Eh
**HOMO**: -9.224 eV

XYZ file:
```
16
Properties=species:S:1:pos:R:3:forces:R:3
N 2.320 -1.047 -0.501 -0.1 0.1 -0.1
C 1.565 -0.207 0.435 0.4 -0.1 -0.5
N 0.155 -0.475 0.577 -0.3 -0.1 0.0
C -0.644 -0.339 -0.642 -0.4 -0.1 0.4
C -1.844 0.586 -0.390 -0.2 0.1 0.2
O -1.532 1.578 0.557 0.1 0.2 0.0
H 1.964 -1.995 -0.511 0.1 0.0 0.1
H 2.287 -0.699 -1.450 -0.1 0.0 0.0
H 2.042 -0.317 1.406 -0.1 0.1 0.2
H 1.672 0.828 0.100 0.1 0.0 0.1
H -0.002 -1.361 1.038 0.0 0.0 0.0
H -0.022 0.059 -1.438 0.1 0.1 -0.1
H -1.046 -1.302 -0.957 0.2 -0.1 -0.2
H -2.131 1.083 -1.313 0.0 0.0 -0.2
H -2.722 0.015 -0.053 0.2 -0.1 0.0
H -0.849 1.164 1.110 0.0 0.0 0.1
```
Forces are in eV/Å.

Results of the natural (NBO) charge analysis, in e, for atoms 1 through 8:
1. N -0.851
2. C -0.055
3. N -0.665
4. C -0.256
5. C -0.067
6. O -0.729
7. H 0.351
8. H 0.356

Entry 2:
Here is a 2-piece molecular cluster, C3H10N2O overall in a non-equilibrium geometry from the OMol25 dataset. Energies are from wB97M-V/def2-TZVPD.

Output
**Frontier orbital gap**: 10.544 eV
**SMILES**: CC=O.NCN
**LUMO energy**: 0.903 eV
**Charge**: 0
**E_tot**: -304.9665 Eh
**HOMO**: -9.641 eV

XYZ file:
```
16
Properties=species:S:1:pos:R:3:forces:R:3
C 0.126 -3.057 -0.789 -2.5 0.6 0.3
C 0.204 -4.392 -0.089 0.1 1.2 1.9
O -0.390 -4.622 0.954 0.3 0.1 -1.5
H 1.005 -2.574 -1.232 0.0 -0.7 0.2
H -0.689 -3.168 -1.582 1.1 0.3 0.8
H -0.319 -2.394 0.008 0.5 -0.3 -1.0
H 0.947 -5.069 -0.439 0.6 -1.2 -0.7
N 1.107 2.621 0.010 5.4 -2.1 4.6
C -0.070 2.285 0.601 -3.7 -0.4 1.2
N -0.870 3.478 0.594 -0.2 2.3 -5.2
H 1.666 3.238 0.641 -0.6 -0.9 -0.6
H 0.998 3.142 -0.744 -1.0 2.6 -4.5
H -0.176 2.126 1.690 1.5 -1.3 -0.5
H -0.598 1.512 -0.002 0.5 -0.2 0.7
H -1.163 3.539 -0.472 1.2 0.7 2.1
H -1.776 3.335 0.851 -3.2 -0.8 2.1
```
Forces are in eV/Å.

Results of the natural (NBO) charge analysis, in e, for atoms 1 through 8:
1. C -0.741
2. C 0.432
3. O -0.519
4. H 0.239
5. H 0.239
6. H 0.240
7. H 0.110
8. N -0.817

Entry 3:
Here is a 2-piece molecular cluster, C3H10N2O overall in a non-equilibrium geometry from the OMol25 dataset. Energies are from wB97M-V/def2-TZVPD.

Output
**Frontier orbital gap**: 9.695 eV
**SMILES**: [H]/N=C/NCC.O
**LUMO energy**: 0.760 eV
**Charge**: 0
**E_tot**: -304.9825 Eh
**HOMO**: -8.935 eV

XYZ file:
```
16
Properties=species:S:1:pos:R:3:forces:R:3
H -1.722 1.931 1.463 -0.7 -1.1 0.5
N -2.182 1.017 1.229 4.1 -1.5 -1.5
C -1.126 0.235 0.898 -1.5 1.6 1.7
N -1.189 -1.018 0.321 -2.8 -0.2 1.0
C -0.270 -1.286 -0.811 -0.8 0.0 -1.0
C 0.992 -1.978 -0.351 2.9 2.5 -1.9
H -0.056 0.418 1.263 -1.2 0.6 -1.1
H -2.193 -1.469 0.466 2.9 1.2 -1.3
H -0.861 -1.904 -1.547 0.8 0.5 0.7
H 0.055 -0.358 -1.356 -0.9 -0.6 0.5
H 1.750 -1.181 0.115 -1.5 -1.5 -1.2
H 0.718 -2.508 0.480 -0.3 -2.4 1.7
H 1.539 -2.506 -1.234 -1.0 0.6 1.9
O 1.690 3.243 -0.373 0.6 -3.3 -0.4
H 2.071 4.071 -0.391 0.9 2.8 0.0
H 0.783 3.292 -0.172 -1.6 0.4 0.3
```
Forces are in eV/Å.

Results of the natural (NBO) charge analysis, in e, for atoms 1 through 8:
1. H 0.333
2. N -0.707
3. C 0.275
4. N -0.671
5. C -0.222
6. C -0.617
7. H 0.154
8. H 0.410

Please write out number 1 again, unchanged.
Here is one molecule with the formula C3H10N2O from the OMol25 dataset. Energies are from wB97M-V/def2-TZVPD.

Output
**Frontier orbital gap**: 10.141 eV
**SMILES**: NCNCCO
**LUMO energy**: 0.916 eV
**Charge**: 0
**E_tot**: -305.0320 Eh
**HOMO**: -9.224 eV

XYZ file:
```
16
Properties=species:S:1:pos:R:3:forces:R:3
N 2.320 -1.047 -0.501 -0.1 0.1 -0.1
C 1.565 -0.207 0.435 0.4 -0.1 -0.5
N 0.155 -0.475 0.577 -0.3 -0.1 0.0
C -0.644 -0.339 -0.642 -0.4 -0.1 0.4
C -1.844 0.586 -0.390 -0.2 0.1 0.2
O -1.532 1.578 0.557 0.1 0.2 0.0
H 1.964 -1.995 -0.511 0.1 0.0 0.1
H 2.287 -0.699 -1.450 -0.1 0.0 0.0
H 2.042 -0.317 1.406 -0.1 0.1 0.2
H 1.672 0.828 0.100 0.1 0.0 0.1
H -0.002 -1.361 1.038 0.0 0.0 0.0
H -0.022 0.059 -1.438 0.1 0.1 -0.1
H -1.046 -1.302 -0.957 0.2 -0.1 -0.2
H -2.131 1.083 -1.313 0.0 0.0 -0.2
H -2.722 0.015 -0.053 0.2 -0.1 0.0
H -0.849 1.164 1.110 0.0 0.0 0.1
```
Forces are in eV/Å.

Results of the natural (NBO) charge analysis, in e, for atoms 1 through 8:
1. N -0.851
2. C -0.055
3. N -0.665
4. C -0.256
5. C -0.067
6. O -0.729
7. H 0.351
8. H 0.356

Which of these has the lowest E_tot? number 1

The highest E_tot belongs to which entry? number 2

Look up the HOMO of the first one. -9.224 eV